{"formula": "C30H50HgO16S6", "method": "the ωB97M-V functional and the def2-TZVPD basis", "orbital_gap_ha": 0.216, "de_lowest_kcal_mol": 27.4, "charge": 0, "multiplicity": 1, "species": ["Hg", "C", "C", "C", "O", "C", "C", "C", "O", "O", "O", "H", "H", "C", "C", "C", "S", "O", "O", "C", "H", "H", "H", "H", "H", "H", "H", "H", "C", "C", "C", "S", "O", "O", "C", "H", "H", "H", "H", "H", "H", "H", "H", "C", "C", "C", "S", "O", "O", "C", "H", "H", "H", "H", "H", "H", "H", "H", "C", "C", "C", "S", "O", "O", "C", "H", "H", "H", "H", "H", "H", "H", "H", "C", "C", "C", "S", "O", "O", "C", "H", "H", "H", "H", "H", "H", "H", "H", "C", "C", "C", "S", "O", "O", "C", "H", "H", "H", "H", "H", "H", "H", "H"], "xyz": [[-0.34, 0.38, 0.05], [-3.85, 2.27, -1.95], [-5.22, 1.85, -2.09], [-5.69, 0.55, -1.33], [-6.81, 0.17, -1.59], [-4.74, -0.13, -0.50], [-3.45, 0.35, -0.38], [-2.98, 1.56, -1.14], [-1.76, 2.00, -1.01], [-2.63, -0.24, 0.41], [-6.06, 2.45, -2.73], [-3.56, 3.20, -2.41], [-4.98, -1.06, 0.00], [-1.35, -5.26, -0.70], [-2.60, -4.47, -0.33], [-2.28, -3.80, 1.01], [-0.51, -3.32, 0.87], [0.24, -3.90, 1.96], [-0.44, -1.93, 0.56], [-0.22, -4.27, -0.62], [-1.47, -5.62, -1.73], [-1.20, -6.14, -0.08], [-3.50, -5.09, -0.30], [-2.83, -3.66, -1.03], [-2.33, -4.53, 1.81], [-2.85, -2.90, 1.22], [0.82, -4.53, -0.77], [-0.41, -3.54, -1.43], [-0.63, -2.01, 4.96], [-2.00, -1.92, 4.28], [-2.36, -0.47, 4.02], [-0.82, 0.39, 3.79], [-0.91, 1.72, 4.36], [-0.44, 0.26, 2.41], [0.20, -0.72, 4.82], [-0.02, -2.84, 4.59], [-0.82, -2.20, 6.02], [-2.81, -2.37, 4.86], [-1.98, -2.48, 3.35], [-2.74, 0.04, 4.91], [-3.04, -0.26, 3.20], [0.25, -0.31, 5.83], [1.23, -0.76, 4.46], [2.06, 4.87, 3.37], [0.56, 4.67, 3.65], [-0.16, 4.71, 2.31], [0.91, 3.81, 1.21], [1.11, 4.62, 0.02], [0.57, 2.42, 1.10], [2.42, 3.94, 2.20], [2.61, 4.54, 4.25], [2.35, 5.89, 3.14], [0.19, 5.39, 4.38], [0.52, 3.68, 4.10], [-0.29, 5.74, 1.98], [-1.16, 4.28, 2.37], [3.19, 4.37, 1.57], [2.68, 2.91, 2.44], [3.03, 2.82, -4.46], [1.68, 3.50, -4.27], [1.38, 3.61, -2.78], [2.26, 2.28, -1.93], [1.32, 1.28, -1.52], [3.25, 2.75, -1.00], [3.16, 1.74, -3.41], [3.87, 3.52, -4.44], [3.17, 2.38, -5.45], [0.89, 2.97, -4.81], [1.64, 4.49, -4.74], [0.31, 3.55, -2.60], [1.75, 4.53, -2.34], [2.64, 0.84, -3.76], [4.16, 1.36, -3.18], [5.58, -1.00, 1.11], [4.94, -1.93, 2.17], [3.49, -2.07, 1.78], [3.02, -0.33, 1.57], [2.92, 0.30, 2.86], [1.96, -0.23, 0.61], [4.59, 0.13, 0.80], [5.80, -1.58, 0.22], [6.48, -0.55, 1.52], [5.09, -1.47, 3.14], [5.53, -2.85, 2.18], [2.86, -2.59, 2.49], [3.42, -2.58, 0.82], [4.80, 1.18, 0.99], [4.38, 0.13, -0.27], [-1.71, -3.18, -4.30], [-2.90, -2.28, -4.63], [-2.89, -1.19, -3.58], [-1.15, -0.67, -3.54], [-0.74, -0.62, -2.16], [-0.82, 0.38, -4.46], [-0.51, -2.23, -4.28], [-1.49, -3.82, -5.15], [-1.87, -3.78, -3.41], [-3.87, -2.79, -4.62], [-2.78, -1.89, -5.64], [-3.00, -1.65, -2.60], [-3.54, -0.33, -3.66], [0.40, -2.46, -3.72], [-0.23, -1.98, -5.30]], "mulliken_charge": [4.85, -0.91, 0.42, 0.42, -0.66, -0.92, -0.26, 0.42, -0.57, 0.00, -0.67, 0.41, 0.38, -1.02, -0.13, -0.98, 0.94, -0.89, -0.70, -0.21, 0.46, 0.36, 0.54, -0.21, 0.53, 0.32, 0.60, -0.25, -0.75, 0.29, -0.92, 1.18, -0.91, -0.70, -0.65, 0.28, 0.32, 0.61, -0.63, 0.48, 0.30, 0.48, 0.20, -0.88, -0.16, -0.91, 1.04, -0.84, -0.43, -0.42, 0.41, 0.30, 0.46, -0.01, 0.41, 0.39, 0.44, -0.03, -0.71, -0.53, -0.70, 0.91, -0.71, -0.76, -0.76, 0.29, 0.38, 0.24, 0.36, 0.21, 0.56, 0.26, 0.46, -0.71, -0.82, -0.63, 1.09, -0.90, -0.40, -0.60, 0.34, 0.28, 0.31, 0.42, 0.41, 0.26, 0.64, 0.00, -0.01, -0.89, -0.17, 0.91, -0.80, -0.86, -1.02, 0.43, -0.26, 0.40, 0.35, -0.25, 0.48, 0.36, 0.49]}

{"formula": "C3H4N2O", "method": "the ωB97M-V functional and the def2-TZVPD basis", "orbital_gap_ha": 0.346, "de_lowest_kcal_mol": 154.8, "charge": 0, "multiplicity": 1, "species": ["O", "C", "C", "C", "N", "N", "H", "H", "H", "H"], "xyz": [[1.92, 0.87, -0.40], [0.93, 0.01, -0.60], [0.24, -0.92, -1.00], [-1.56, -0.74, 0.52], [-1.19, 0.31, 1.00], [-0.29, 1.18, 0.90], [2.66, 0.58, -0.95], [-0.12, -1.77, -1.53], [-2.55, -1.07, 0.24], [-0.06, 1.54, 1.84]], "nbo_charge": [-0.66, 0.33, -0.47, 0.04, -0.08, -0.47, 0.49, 0.25, 0.22, 0.35]}

{"formula": "C13H32BaNO5", "method": "the ωB97M-V functional and the def2-TZVPD basis", "orbital_gap_ha": 0.205, "de_lowest_kcal_mol": 0.0, "charge": -1, "multiplicity": 1, "species": ["Ba", "C", "C", "O", "H", "H", "H", "H", "H", "C", "C", "O", "H", "H", "H", "H", "H", "C", "C", "C", "O", "H", "H", "H", "H", "H", "H", "H", "C", "O", "C", "C", "N", "C", "C", "O", "C", "H", "H", "H", "H", "H", "H", "H", "H", "H", "H", "H", "H", "H", "H", "H"], "xyz": [[-0.67, 0.01, -0.17], [-1.36, -1.40, 3.80], [-1.42, -2.28, 2.55], [-2.11, -1.72, 1.51], [-1.35, -2.03, 4.70], [-2.24, -0.77, 3.85], [-0.51, -0.71, 3.79], [-1.85, -3.28, 2.82], [-0.36, -2.57, 2.28], [2.87, 2.35, -2.39], [2.45, 1.65, -1.08], [1.21, 1.98, -0.69], [3.88, 2.09, -2.74], [2.73, 3.43, -2.28], [2.18, 2.08, -3.21], [3.22, 1.95, -0.32], [2.57, 0.53, -1.25], [-2.32, 2.78, 3.21], [-2.48, 2.48, 1.71], [-3.33, 3.58, 1.06], [-1.26, 2.35, 1.12], [-1.92, 1.91, 3.73], [-3.26, 3.10, 3.68], [-1.57, 3.57, 3.32], [-3.08, 1.53, 1.65], [-4.38, 3.46, 1.38], [-3.35, 3.44, -0.02], [-3.01, 4.59, 1.33], [-0.64, 1.24, -3.48], [-0.03, 0.15, -2.84], [-0.16, -1.14, -3.43], [0.60, -2.15, -2.60], [-0.04, -2.51, -1.35], [0.83, -3.36, -0.52], [2.01, -2.67, 0.14], [1.60, -1.59, 0.93], [2.70, -0.90, 1.49], [-0.63, 2.01, -2.70], [-1.69, 1.04, -3.71], [-0.07, 1.75, -4.27], [0.33, -1.06, -4.42], [-1.19, -1.43, -3.67], [1.59, -1.69, -2.45], [0.82, -3.02, -3.25], [-0.94, -2.95, -1.46], [1.21, -4.24, -1.07], [0.21, -3.78, 0.28], [2.71, -2.28, -0.63], [2.56, -3.42, 0.72], [3.50, -1.59, 1.79], [2.34, -0.36, 2.37], [3.10, -0.17, 0.78]], "mulliken_charge": [1.42, -0.84, 0.13, -0.86, 0.39, 0.19, 0.13, 0.20, -0.21, -1.21, 0.16, -0.63, 0.38, 0.32, 0.12, 0.31, -0.31, -1.44, 0.86, -1.50, -0.76, 0.21, 0.35, 0.35, 0.06, 0.40, 0.29, 0.31, -1.03, 0.02, -0.79, -0.57, 0.01, -1.02, -0.59, -0.04, -0.71, 0.37, 0.38, 0.29, 0.38, 0.35, 0.22, 0.40, 0.20, 0.33, 0.43, 0.41, 0.42, 0.34, 0.21, 0.20]}

{"formula": "C3H10NS", "method": "the ωB97M-V functional and the def2-TZVPD basis", "orbital_gap_ha": 0.306, "de_lowest_kcal_mol": 31.5, "charge": 1, "multiplicity": 1, "species": ["C", "C", "S", "H", "H", "H", "H", "H", "H", "C", "N", "H", "H", "H", "H"], "xyz": [[0.99, 2.15, -1.58], [0.69, 1.10, -0.52], [-0.41, -0.26, -1.02], [0.11, 2.72, -1.88], [1.35, 1.70, -2.50], [1.71, 2.85, -1.17], [1.61, 0.59, -0.23], [0.27, 1.57, 0.37], [-1.45, 0.45, -1.54], [-0.89, -1.55, 2.58], [0.05, -1.37, 1.75], [-1.93, -1.31, 2.36], [-0.73, -2.02, 3.54], [0.86, -1.97, 1.85], [-0.19, -0.80, 0.85]], "nbo_charge": [-0.62, -0.51, -0.03, 0.22, 0.23, 0.24, 0.22, 0.21, 0.17, 0.15, -0.61, 0.23, 0.23, 0.44, 0.42]}

| no. | F_max (eV Å⁻¹) | LUMO level (eV) |
| --- | --- | --- |
| 1 | 2.36 | -0.2 |
| 2 | 0.66 | 0.7 |
| 3 | 2.88 | 2.0 |
| 4 | 1.17 | -5.3 |